No. 1
# C26H16Cl5MnN3O3S

C26H16Cl5MnN3O3S as an isolated structure (ωB97M-V with the def2-TZVPD basis set, the OMol25 dataset).

Last column: Löwdin charge in e.
Geometry (Å):
Mn: -0.3294 0.0673 0.4466  0.72
O: -2.5632 0.3447 -3.4073  -0.32
S: -2.1420 -0.4025 -2.2407  0.59
O: -3.1120 -1.3168 -1.6793  -0.35
N: -1.4755 0.5548 -1.1419  -0.21
C: -1.9271 1.8942 -1.0082  -0.25
C: -3.1087 2.4278 -1.5094  -0.05
C: -3.4437 3.7535 -1.2337  -0.11
C: -2.6330 4.5448 -0.4453  -0.08
C: -1.4601 4.0205 0.1228  -0.19
C: -0.6048 4.7686 0.9913  -0.08
C: 0.5311 4.1335 1.4976  -0.13
C: 0.7820 2.8134 1.2081  -0.19
N: -0.0311 2.0419 0.4211  -0.05
C: -1.1205 2.6794 -0.1592  -0.18
C: -0.8006 -1.4323 -2.8000  -0.28
C: 0.3165 -0.8493 -3.3807  -0.07
C: 1.2861 -1.6562 -3.9522  -0.10
C: 1.1420 -3.0384 -3.9367  -0.10
C: 0.0191 -3.6115 -3.3573  -0.09
C: -0.9607 -2.8070 -2.7929  -0.07
H: -3.7582 1.8311 -2.1291  0.09
H: -4.3622 4.1591 -1.6411  0.09
H: -2.9060 5.5721 -0.2306  0.09
H: -0.8369 5.7994 1.2223  0.08
H: 1.2425 4.6720 2.1138  0.08
H: 1.6948 2.3445 1.5612  0.08
H: 0.4131 0.2292 -3.3762  0.12
H: 2.1668 -1.2074 -4.3948  0.10
H: 1.9123 -3.6679 -4.3639  0.10
H: -0.0894 -4.6888 -3.3337  0.10
H: -1.8451 -3.2326 -2.3384  0.11
Cl: -2.4045 -2.0980 1.2720  0.71
C: -0.9907 -2.8102 0.5418  -0.69
C: 0.0363 -1.9401 0.1820  -0.27
C: 1.1963 -2.5564 -0.2548  -0.67
Cl: 2.5959 -1.5449 -0.6006  0.66
C: 1.3329 -3.9321 -0.4211  -0.73
Cl: 2.8118 -4.6352 -0.9730  0.65
C: 0.2461 -4.7490 -0.1344  -0.72
Cl: 0.3514 -6.4572 -0.3790  0.64
C: -0.9296 -4.1851 0.3678  -0.72
Cl: -2.2646 -5.1991 0.7703  0.66
O: 0.0125 -0.0712 2.4968  -0.17
N: 1.0944 0.3352 3.1061  -0.18
C: 0.9588 1.0152 4.2703  0.00
C: 2.0627 1.4707 4.9481  -0.04
C: 3.3340 1.2439 4.4337  -0.07
C: 3.4485 0.5543 3.2385  -0.04
C: 2.3182 0.1054 2.5881  -0.02
H: -0.0667 1.1666 4.5661  0.14
H: 1.9118 2.0164 5.8681  0.11
H: 4.2102 1.6080 4.9504  0.11
H: 4.4058 0.3527 2.7797  0.12
H: 2.3324 -0.4311 1.6511  0.07

Results
**<S²>**: 6.048
**E_HOMO (alpha / beta)**: -1.977 / -4.001 eV
**Charge**: -1
**2S+1**: 5
**Orbital gap (alpha / beta)**: 3.7 / 5.8 eV

***

No. 2
# C26H17AuN6O4S2

C26H17AuN6O4S2 as an isolated structure (ωB97M-V with the def2-TZVPD basis set, the OMol25 dataset).

Last column: Löwdin charge in e.
Geometry (Å):
Au: 0.8790 0.2296 1.0153  1.12
O: -3.4969 -5.2512 0.5758  0.11
N: -3.0003 -5.1375 1.6764  -0.33
O: -3.2499 -5.8134 2.6394  0.14
C: -2.1821 -3.9220 1.9094  -0.04
C: -2.1636 -3.4508 3.1676  0.10
C: -1.4427 -2.2507 3.4856  -0.09
C: -1.3865 -1.6882 4.7738  0.07
C: -0.6723 -0.5343 4.9765  0.02
C: -0.0098 0.0624 3.9014  -0.06
N: -0.0532 -0.4649 2.6850  -0.05
C: -0.7630 -1.6045 2.4655  -0.13
C: -0.7755 -2.1266 1.1414  -0.13
N: -0.0608 -1.4269 0.2207  -0.03
C: 0.0139 -1.8502 -1.0316  -0.07
C: -0.6371 -3.0203 -1.4253  0.03
C: -1.3749 -3.7366 -0.5174  0.07
C: -1.4719 -3.2874 0.8205  -0.03
H: -2.7054 -3.9790 3.9414  0.15
H: -1.9082 -2.1682 5.5924  0.15
H: -0.6070 -0.0754 5.9524  0.13
H: 0.5605 0.9711 4.0307  0.10
H: 0.6166 -1.2735 -1.7198  0.11
H: -0.5445 -3.3543 -2.4488  0.14
H: -1.8820 -4.6387 -0.8201  0.13
O: 2.7135 0.7839 -2.6944  -0.23
S: 3.2943 -0.0365 -1.6903  0.69
O: 3.2503 -1.4574 -1.7771  -0.24
N: 2.5707 0.3968 -0.1913  -0.23
C: 3.3737 1.0446 0.5837  -0.68
S: 2.5432 1.4624 2.0456  0.79
C: 4.7371 1.2245 0.0904  -0.20
C: 5.8251 1.8294 0.6859  0.02
C: 7.0387 1.7908 0.0051  -0.01
C: 7.1469 1.1551 -1.2262  -0.01
C: 6.0477 0.5466 -1.8341  0.01
C: 4.8546 0.6028 -1.1535  -0.20
H: 5.7422 2.3177 1.6484  0.13
H: 7.9114 2.2545 0.4431  0.13
H: 8.1050 1.1267 -1.7275  0.13
H: 6.1372 0.0558 -2.7937  0.14
N: -1.5324 2.4142 -2.1438  0.15
C: -1.1682 1.3924 -1.3511  -0.17
N: -0.2447 1.7246 -0.4788  0.02
C: 0.0128 3.0844 -0.7178  -0.23
C: 0.8805 3.9749 -0.0836  -0.03
C: 0.9019 5.2740 -0.5376  -0.06
C: 0.0817 5.6996 -1.6001  -0.06
C: -0.7815 4.8338 -2.2309  0.01
C: -0.7886 3.5221 -1.7647  -0.18
H: -2.2226 2.3753 -2.8762  0.17
H: -1.6139 0.4142 -1.4424  0.12
H: 1.5157 3.6631 0.7354  0.06
H: 1.5593 5.9905 -0.0643  0.11
H: 0.1308 6.7296 -1.9250  0.12
H: -1.4262 5.1596 -3.0354  0.12

Results
**E_HOMO**: -13.805 eV
**Charge**: +2
**Orbital gap**: 5.8 eV

***

No. 3
# C26H17Cl3N6NiO2S

C26H17Cl3N6NiO2S as an isolated structure (ωB97M-V with the def2-TZVPD basis set, the OMol25 dataset).

Last column: Löwdin charge in e.
Geometry (Å):
Ni: -0.0615 -0.3065 -0.0638  0.54
O: -0.5518 -0.9687 -1.8415  -0.09
C: -0.9273 -0.2926 -2.8514  -0.36
C: -0.7486 -0.8462 -4.1533  -0.02
C: -1.1854 -0.2078 -5.2782  -0.10
C: -1.8443 1.0241 -5.1758  -0.12
C: -2.0112 1.6113 -3.9466  -0.07
C: -1.5515 1.0067 -2.7631  -0.15
C: -1.7079 1.6976 -1.5234  -0.06
N: -1.2226 1.3191 -0.3775  -0.06
N: -1.4010 2.0875 0.7126  0.06
C: -0.8667 1.5760 1.8186  -0.46
O: -0.2571 0.4712 1.8610  -0.06
C: -0.9249 2.3694 3.0702  -0.15
C: 0.0428 2.1082 4.0391  -0.03
C: 0.0708 2.8271 5.2166  -0.09
C: -0.8849 3.8029 5.4531  -0.10
C: -1.8761 4.0368 4.5123  -0.09
C: -1.8990 3.3288 3.3232  -0.03
H: -0.2514 -1.8036 -4.2071  0.11
H: -1.0209 -0.6489 -6.2522  0.10
H: -2.2087 1.5135 -6.0658  0.09
H: -2.4951 2.5771 -3.8804  0.11
H: -2.2693 2.6341 -1.5464  0.13
H: 0.7682 1.3306 3.8466  0.11
H: 0.8347 2.6294 5.9553  0.10
H: -0.8592 4.3777 6.3681  0.10
H: -2.6367 4.7782 4.7097  0.10
H: -2.6707 3.4984 2.5890  0.11
N: 1.7069 -3.8692 1.4236  0.19
C: 0.3694 -4.2072 1.5457  -0.17
C: -0.3030 -5.3168 2.0328  -0.02
C: -1.6865 -5.2851 1.9804  -0.09
C: -2.3872 -4.1873 1.4743  -0.08
C: -1.7259 -3.0749 0.9972  0.01
C: -0.3388 -3.0993 1.0432  -0.19
N: 0.5576 -2.1391 0.6479  0.15
C: 1.7461 -2.6158 0.8841  -0.27
C: 2.9765 -0.5464 0.4175  -0.37
C: 4.1084 0.1807 0.6726  -0.33
S: 3.8694 1.8263 0.2592  1.07
C: 2.2682 1.4304 -0.2298  -0.41
N: 1.9467 0.1803 -0.0951  0.01
H: 2.4986 -4.4235 1.7041  0.11
H: 0.2205 -6.1730 2.4302  0.11
H: -2.2471 -6.1298 2.3536  0.10
H: -3.4671 -4.2184 1.4608  0.10
H: -2.2278 -2.2034 0.5969  0.12
H: 5.0357 -0.1711 1.0761  0.08
H: 1.6058 2.1763 -0.6248  0.09
Cl: 4.4483 -2.4931 -1.4737  0.73
C: 4.8422 -3.3957 1.0113  -1.15
Cl: 4.5766 -3.4660 2.7138  0.70
Cl: 6.1406 -4.3334 0.4163  0.67
C: 4.0662 -2.6384 0.2221  -0.77
N: 2.9380 -1.9354 0.6501  0.00

Results
**E_HOMO**: -6.817 eV
**Charge**: 0
**Orbital gap**: 6.9 eV

***

No. 4
# C26H17MnN8O11S

C26H17MnN8O11S as an isolated structure (ωB97M-V with the def2-TZVPD basis set, the OMol25 dataset).

Last column: Löwdin charge in e.
Geometry (Å):
Mn: -0.5401 -0.1659 0.9728  0.92
N: 1.2313 -0.7634 5.1410  0.06
C: 0.4647 -1.1482 4.1085  -0.96
S: -1.2245 -1.1293 4.1734  0.49
N: 1.2290 -1.5187 3.0191  -0.05
N: 0.4571 -1.8362 1.9961  -0.09
C: 0.8744 -2.8394 1.1464  -0.15
C: 2.1305 -3.5552 1.2583  -0.18
C: 2.6718 -3.8981 2.5032  -0.03
C: 3.9064 -4.5092 2.5357  -0.09
C: 4.7311 -4.6188 1.4045  -0.09
C: 4.1138 -4.3683 0.1874  -0.10
C: 2.8266 -3.8428 0.0822  -0.04
C: -0.0911 -3.0972 0.0937  -0.19
C: -0.1249 -4.2262 -0.7576  -0.02
C: -1.0986 -4.3192 -1.7513  -0.06
C: -1.9707 -3.2416 -1.9578  -0.06
C: -1.9698 -2.2059 -1.0337  -0.12
N: -1.0896 -2.1766 -0.0309  0.05
H: 0.8186 -0.4003 5.9737  0.07
H: 2.2356 -0.7139 5.0089  0.10
H: 2.0841 -3.6636 3.4067  0.12
H: 4.2946 -4.8459 3.4932  0.10
H: 5.7662 -4.9340 1.4732  0.10
H: 4.6494 -4.5713 -0.7301  0.09
H: 2.3961 -3.5784 -0.8833  0.12
H: 0.5904 -5.0434 -0.5991  0.11
H: -1.0755 -5.1549 -2.4149  0.09
H: -2.6777 -3.2336 -2.7902  0.11
H: -2.6975 -1.3964 -1.0568  0.10
O: -0.2646 1.7069 2.1506  -0.05
C: -1.0748 2.6090 2.3653  -0.21
C: -2.1630 2.9795 1.5632  -0.10
C: -2.7000 4.2968 1.7321  0.06
C: -3.7333 4.6931 0.9160  -0.20
C: -4.1888 3.8633 -0.1345  0.00
C: -3.7259 2.5869 -0.2850  0.00
C: -2.7450 1.9970 0.5827  -0.32
O: -2.5343 0.7469 0.5570  -0.07
N: -4.4282 5.9060 1.1154  -0.33
O: -4.1389 6.6239 2.0933  0.04
O: -5.2669 6.2069 0.2153  0.00
H: -0.9368 3.2062 3.2707  0.13
H: -2.2026 4.9753 2.4174  0.13
H: -4.9665 4.2723 -0.7931  0.12
H: -4.0881 1.9552 -1.0946  0.11
O: 1.3819 3.6199 -5.7750  0.05
N: 1.9822 3.6061 -4.7045  -0.36
O: 2.9733 4.2482 -4.3833  0.07
C: 1.4731 2.6735 -3.7380  -0.15
C: 0.4222 1.8583 -4.1681  0.10
C: -0.1524 1.0959 -3.1573  -0.05
C: 0.2779 0.9443 -1.8463  -0.27
O: -0.2515 0.0419 -1.1015  -0.10
C: 1.4165 1.7411 -1.5481  -0.05
C: 2.0644 2.5932 -2.4494  0.12
N: 2.0989 1.5079 -0.2930  -0.29
O: 1.7498 0.5802 0.4592  0.02
O: 2.9837 2.2989 0.0198  0.07
N: -1.4165 0.3393 -3.4372  -0.29
O: -1.4218 -0.2652 -4.5230  0.06
O: -2.3353 0.4440 -2.6185  0.08
H: 0.0430 1.8899 -5.2079  0.15
H: 2.9567 3.1534 -2.1720  0.13

Results
**<S²>**: 8.756
**E_HOMO (alpha / beta)**: -4.824 / -4.901 eV
**Charge**: -1
**2S+1**: 6
**Orbital gap (alpha / beta)**: 5.9 / 6.0 eV

***

Molar mass values (in g/mol) by entry order: 682.70, 738.56, 642.58, 704.47.
Maximum force values (in eV Å⁻¹) by entry order: 0.48, 1.23, 3.38, 4.00.
ΔE to the lowest compared entry with this formula, charge and spin values (in kJ/mol) by entry order: 140.8, 0.0, 127.1, 88.0.